[1]
{
  "formula": "C43H34GeInN4O11",
  "method": "ωB97M-V/def2-TZVPD",
  "lumo_ev": 1.8,
  "total_charge": -1,
  "molar_mass_g_mol": 970.2,
  "homo_lumo_gap_ha": 0.2823,
  "elements": ["In", "Ge", "O", "O", "O", "O", "O", "O", "O", "O", "O", "O", "O", "N", "N", "N", "N", "C", "C", "C", "C", "C", "C", "C", "C", "C", "C", "C", "C", "C", "C", "C", "C", "C", "C", "C", "C", "C", "C", "C", "C", "C", "C", "C", "C", "C", "C", "C", "C", "C", "C", "C", "C", "C", "C", "C", "C", "C", "C", "C", "H", "H", "H", "H", "H", "H", "H", "H", "H", "H", "H", "H", "H", "H", "H", "H", "H", "H", "H", "H", "H", "H", "H", "H", "H", "H", "H", "H", "H", "H", "H", "H", "H", "H"],
  "coordinates": [[1.456, 0.051, 0.352], [-1.961, 0.333, -0.709], [3.447, 4.337, -5.366], [-0.563, 4.062, 0.262], [2.554, -0.741, 1.916], [4.772, 1.276, -1.696], [-1.932, 1.224, 2.606], [-1.375, 4.656, -1.637], [2.973, 0.115, -1.079], [1.766, 5.647, -5.084], [-0.434, 0.172, 1.357], [-0.231, -0.049, -1.373], [1.209, 2.121, 0.006], [-0.489, 4.181, -0.940], [1.007, -2.005, -0.267], [0.597, -2.201, -1.581], [2.481, 4.724, -4.737], [-0.555, -2.201, -5.649], [3.580, 1.185, -1.496], [1.183, -3.040, 0.466], [-3.964, 1.042, -4.947], [3.141, -3.452, 4.189], [-3.443, 2.100, -4.218], [-3.945, -3.381, 1.444], [0.151, 0.689, 3.605], [-0.833, 0.721, 2.466], [1.868, 1.693, 4.928], [1.816, -3.055, 1.765], [-0.680, -0.966, -6.272], [3.163, -2.218, 3.593], [2.908, 0.504, 6.884], [-4.202, -2.089, 1.878], [1.930, 0.570, 5.741], [2.454, -4.525, 3.603], [0.902, 3.031, 3.030], [-2.510, -2.506, -0.276], [-3.945, -0.242, -4.418], [-3.400, -0.465, -3.162], [-2.747, -1.204, 0.167], [2.987, 3.022, -3.023], [1.821, -4.310, 2.406], [-0.735, -1.610, 4.122], [-0.341, 0.135, -4.164], [1.536, 2.712, -1.085], [0.737, 3.759, -1.616], [1.025, 4.400, -2.804], [2.489, -1.956, 2.377], [-2.853, 0.584, -2.426], [-3.602, -1.007, 1.249], [0.053, -1.153, -2.087], [0.184, -0.452, 4.407], [1.074, -0.491, 5.472], [2.158, 4.038, -3.493], [2.675, 2.348, -1.868], [-3.100, -3.588, 0.364], [0.979, 1.778, 3.861], [-0.213, -1.102, -3.541], [-0.568, 0.201, -5.530], [-2.891, 1.870, -2.964], [-0.312, -2.272, -4.288], [0.527, 2.850, 2.024], [1.301, -5.128, 1.919], [-1.823, 1.709, -0.094], [-3.457, 3.103, -4.625], [-3.398, -1.472, -2.759], [2.619, 1.179, 7.692], [-2.899, -4.593, 0.015], [3.910, 0.792, 6.560], [-4.352, -1.069, -4.987], [-4.384, 1.217, -5.929], [1.114, -1.381, 6.092], [-0.201, -3.225, -3.791], [-4.401, -4.224, 1.946], [0.860, -4.001, 0.062], [-1.780, -1.301, 4.187], [3.666, -3.598, 5.125], [-0.662, 1.165, -6.011], [-0.641, -3.112, -6.228], [-4.858, -1.921, 2.723], [-0.867, -0.913, -7.337], [3.879, 2.746, -3.568], [2.537, 2.527, 5.118], [-1.858, -2.693, -1.119], [0.232, 3.751, 3.505], [-2.473, 2.705, -2.410], [3.682, -1.382, 4.042], [-0.580, -1.996, 3.114], [-3.775, -0.008, 1.627], [1.886, 3.494, 2.942], [2.962, -0.504, 7.295], [0.369, 5.173, -3.175], [2.436, -5.498, 4.073], [-0.258, 1.039, -3.577], [-0.565, -2.424, 4.827]],
  "mulliken_charge": [3.31, 2.01, -0.65, -0.57, -1.18, -0.71, -0.67, -0.70, -0.67, -0.66, -0.07, -0.26, -0.49, 1.14, 0.26, -0.96, 1.06, -0.92, -0.12, -0.37, -0.52, -0.43, -0.69, -0.55, 0.70, -0.42, -1.27, 0.80, -0.55, -0.55, -1.72, -0.65, 0.78, -0.88, -1.23, 0.68, -0.66, 0.06, -0.15, -0.36, -0.87, -1.33, 0.01, 0.47, -0.35, -0.38, 0.73, -0.47, -0.53, -0.31, 0.73, -0.65, -0.84, 0.55, -1.10, 1.19, 0.46, -1.01, -0.50, -0.29, -0.23, 0.35, -0.31, 0.45, 0.29, 0.40, 0.45, 0.37, 0.43, 0.41, 0.26, 0.49, 0.38, 0.36, 0.38, 0.41, 0.47, 0.41, 0.44, 0.42, 0.61, 0.40, 0.37, 0.35, 0.42, 0.52, -0.02, 0.38, 0.33, 0.34, 0.65, 0.41, 0.60, 0.34]
}


[2]
{
  "formula": "C43H34N9O2PbS2Se",
  "method": "ωB97M-V/def2-TZVPD",
  "lumo_ev": -10.9,
  "total_charge": 3,
  "molar_mass_g_mol": 1059.1,
  "homo_lumo_gap_ha": 0.1381,
  "elements": ["Pb", "Se", "S", "S", "O", "O", "N", "N", "N", "N", "N", "N", "N", "N", "N", "C", "C", "C", "C", "C", "C", "C", "C", "C", "C", "C", "C", "C", "C", "C", "C", "C", "C", "C", "C", "C", "C", "C", "C", "C", "C", "C", "C", "C", "C", "C", "C", "C", "C", "C", "C", "C", "C", "C", "C", "C", "C", "C", "H", "H", "H", "H", "H", "H", "H", "H", "H", "H", "H", "H", "H", "H", "H", "H", "H", "H", "H", "H", "H", "H", "H", "H", "H", "H", "H", "H", "H", "H", "H", "H", "H", "H"],
  "coordinates": [[0.097, -0.383, 1.648], [-2.745, 1.736, 8.826], [-1.996, -1.235, -0.119], [0.988, -2.664, 0.305], [2.084, 2.876, -2.790], [-0.641, 1.363, 0.065], [-2.683, 0.213, 7.960], [-1.979, 2.631, 7.528], [1.892, 0.955, 0.559], [0.857, -2.905, -2.300], [-1.041, -1.134, 3.642], [2.275, -0.611, 2.789], [-0.265, 1.444, 3.189], [1.556, 1.634, -0.487], [-1.886, -2.562, -2.362], [-1.726, 1.793, 6.553], [-0.861, 1.158, 4.354], [-0.847, 4.836, -3.512], [-0.086, 3.733, 3.803], [-0.113, 2.813, -1.744], [-1.782, 4.338, -2.601], [2.262, -3.344, -2.343], [-3.576, 0.790, -4.549], [-0.696, 3.469, 5.010], [-3.792, -1.055, -3.024], [0.186, -2.825, -3.598], [3.119, -2.290, -3.003], [0.228, 1.877, -0.682], [4.722, -0.349, -4.185], [3.288, 0.099, 2.283], [-2.057, -2.830, 4.959], [0.237, -2.534, -1.206], [-2.124, 0.433, 6.795], [-1.421, 3.326, -1.746], [4.024, -0.059, -3.018], [0.421, 4.304, -3.582], [-3.336, -2.394, -2.485], [3.672, -1.324, 4.583], [-1.092, 2.158, 5.308], [-1.210, -2.113, -1.318], [-1.272, -0.218, 4.596], [3.051, 0.882, 1.081], [0.823, 3.307, -2.691], [4.533, 0.132, 2.897], [4.610, -1.604, -4.764], [-3.071, -0.375, -3.998], [-1.904, -0.583, 5.793], [-1.229, -3.315, -3.427], [3.226, -1.023, -2.429], [-1.417, -2.397, 3.803], [-2.299, -1.917, 5.963], [2.462, -1.307, 3.910], [-5.015, -0.549, -2.597], [0.112, 2.683, 2.912], [3.805, -2.570, -4.178], [4.729, -0.589, 4.066], [-5.523, 0.614, -3.151], [-4.806, 1.282, -4.132], [1.615, -1.874, 4.277], [-3.687, -3.177, -3.160], [5.355, 0.402, -4.637], [5.145, -1.830, -5.676], [3.723, -3.551, -4.632], [-1.240, -4.383, -3.188], [5.331, 0.721, 2.464], [-1.116, 5.656, -4.165], [-2.126, -0.766, -4.362], [2.596, -3.548, -1.330], [0.721, -3.457, -4.303], [1.155, 4.668, -4.289], [-3.789, -2.566, -1.507], [-2.354, -3.865, 5.052], [-2.124, 2.937, -1.021], [2.692, -0.806, -1.509], [-2.793, -2.197, 6.884], [-2.769, 4.772, -2.540], [-6.484, 0.990, -2.826], [-5.584, -1.091, -1.850], [-1.788, -3.170, -4.349], [0.219, -1.799, -3.974], [3.780, -1.899, 5.491], [-3.026, 1.296, -5.331], [3.886, 1.446, 0.673], [2.301, -4.273, -2.912], [5.689, -0.575, 4.564], [2.288, 2.282, -2.051], [-1.206, -3.083, 2.991], [4.115, 0.923, -2.570], [0.579, 2.853, 1.949], [0.231, 4.730, 3.536], [-0.885, 4.247, 5.739], [-5.216, 2.168, -4.596]],
  "mulliken_charge": [1.33, 0.43, 0.01, -0.36, -0.58, -0.88, -0.83, -0.83, 1.15, 0.22, 0.21, 0.35, 0.10, -1.45, 0.33, 0.95, -0.07, -0.46, -1.19, 0.37, -0.91, -1.56, -0.82, -0.56, 1.37, -0.65, 0.49, 1.12, -0.77, 1.00, -1.05, 0.29, 1.01, -0.76, -0.45, -0.64, -2.23, -0.90, 0.21, 0.37, -0.09, -0.88, 0.56, -1.04, -0.69, 0.05, 0.06, -0.90, 0.90, -0.20, -0.49, -0.32, -0.60, -0.18, -0.50, -0.42, -0.71, -0.54, 0.51, 0.59, 0.44, 0.41, 0.42, 0.36, 0.51, 0.46, 0.22, 0.53, 0.58, 0.51, 0.62, 0.49, 0.45, -0.12, 0.60, 0.50, 0.44, 0.43, 0.58, 0.31, 0.47, 0.47, 0.44, 0.52, 0.48, 0.54, 0.50, 0.37, 0.45, 0.51, 0.60, 0.46]
}


> What is the formula in the first record?

C43H34GeInN4O11